Entry 1:
{
  "formula": "C28H46BrN3P2PdS",
  "method": "wB97M-V/def2-TZVPD",
  "charge": 0,
  "species": ["C", "C", "C", "C", "N", "C", "C", "C", "C", "C", "C", "C", "C", "C", "Pd", "P", "H", "H", "H", "H", "H", "H", "H", "H", "C", "C", "H", "H", "H", "H", "H", "C", "C", "H", "H", "H", "H", "H", "C", "C", "H", "H", "H", "H", "H", "Br", "P", "C", "C", "H", "H", "H", "H", "H", "C", "C", "H", "H", "H", "H", "H", "C", "C", "H", "H", "H", "H", "H", "C", "N", "C", "S", "N", "C", "H", "H", "H", "H", "H", "H", "H", "H"],
  "xyz": [[1.8976, -5.9832, -5.0233], [1.4794, -4.6803, -5.4207], [1.2098, -4.5168, -6.8000], [1.3314, -5.6092, -7.6933], [1.7150, -6.8156, -7.2603], [1.9993, -7.0301, -5.9678], [1.3649, -3.5602, -4.4622], [1.4332, -2.6940, -3.5794], [1.7287, -1.9125, -2.4158], [0.9698, -2.1264, -1.2527], [1.2177, -1.2958, -0.0882], [2.5475, -0.6915, -0.0085], [3.0985, -0.2551, -1.2180], [2.7378, -0.9147, -2.4011], [-0.3972, -0.0672, -1.4785], [-1.8231, 0.4553, 1.4202], [0.9013, -3.5593, -7.2164], [2.1497, -6.2148, -3.9928], [1.1113, -5.5070, -8.7740], [2.3110, -8.0538, -5.6777], [3.4479, -0.8344, -3.2268], [0.3056, -2.9979, -1.1731], [3.8216, 0.5757, -1.3044], [0.6953, -1.6301, 0.8095], [-2.5314, 1.6453, 2.6644], [-3.9600, 2.1282, 2.5129], [-1.8708, 2.5157, 2.6820], [-2.4060, 1.1595, 3.6388], [-4.2149, 2.8353, 3.3122], [-4.1252, 2.6676, 1.5779], [-4.7023, 1.3279, 2.5544], [-3.0490, 0.3144, 0.0227], [-3.4540, -1.0908, -0.3610], [-2.5526, 0.6926, -0.8979], [-3.8960, 0.9772, 0.2344], [-3.7242, -1.1002, -1.4240], [-2.6214, -1.7894, -0.2647], [-4.2895, -1.5004, 0.2071], [-2.2185, -1.0747, 2.4037], [-3.6486, -1.2891, 2.8465], [-1.6104, -1.0370, 3.3211], [-1.8481, -1.9161, 1.8132], [-3.7176, -2.3418, 3.1400], [-3.8452, -0.6913, 3.7366], [-4.4245, -1.0665, 2.1150], [3.5233, -0.4035, 1.5781], [0.3120, 2.8769, -1.2731], [-1.4133, 2.9488, -0.7988], [-2.3415, 4.1756, -0.8727], [-1.4242, 2.5605, 0.2391], [-1.8460, 2.1821, -1.4719], [-3.3570, 3.8316, -0.6167], [-2.0440, 4.9423, -0.1443], [-2.3668, 4.5862, -1.8907], [1.6167, 3.6118, -0.2269], [2.5218, 4.7087, -0.8272], [2.2232, 2.7221, 0.0251], [1.2040, 3.9766, 0.7153], [3.3059, 5.0068, -0.1133], [3.0463, 4.2652, -1.6784], [1.9539, 5.5988, -1.1436], [0.9482, 1.8915, -2.6355], [0.7034, 2.3196, -4.1019], [0.4633, 0.8527, -2.6274], [2.0313, 1.7139, -2.4846], [1.1374, 1.5455, -4.7516], [-0.3709, 2.3754, -4.3178], [1.1839, 3.2752, -4.3214], [1.6020, -0.9365, 7.0466], [0.6240, -0.8065, 5.9472], [1.0286, -0.2355, 4.7683], [0.6463, -0.7509, 3.1905], [1.8886, 0.8076, 4.9089], [1.7328, 1.8620, 5.9369], [2.6089, -0.7494, 6.6563], [1.5677, -1.9481, 7.4738], [1.3900, -0.2205, 7.8485], [0.1046, -1.6686, 5.7858], [2.1229, 1.1919, 3.9945], [2.3777, 1.6299, 6.8032], [2.0663, 2.8156, 5.4852], [0.6849, 1.9975, 6.2646]]
}



Entry 2:
{
  "formula": "C28H46Cl2N6O4P",
  "method": "wB97M-V/def2-TZVPD",
  "charge": 1,
  "species": ["C", "C", "C", "C", "C", "C", "N", "N", "N", "C", "Cl", "C", "C", "C", "O", "O", "C", "C", "O", "C", "N", "C", "C", "C", "C", "C", "C", "P", "O", "Cl", "N", "C", "H", "H", "H", "H", "H", "H", "H", "H", "H", "H", "H", "H", "H", "H", "H", "H", "H", "H", "H", "H", "H", "H", "H", "H", "H", "H", "H", "H", "C", "C", "C", "N", "C", "C", "C", "C", "C", "H", "H", "H", "H", "H", "H", "H", "H", "H", "H", "H", "H", "H", "H", "H", "H", "H", "H"],
  "xyz": [[3.8729, 3.7367, 1.2738], [4.3743, 2.8665, 0.0960], [3.3048, 2.8475, -0.9740], [3.3318, 3.6647, -2.0966], [4.5093, 4.5846, -2.3443], [5.6730, 3.9580, -3.1547], [6.0352, 2.5809, -2.7861], [5.3371, 3.9627, -4.5791], [6.8585, 4.7994, -2.9653], [2.2250, 3.6298, -3.0080], [2.2350, 4.7088, -4.3535], [1.1631, 2.7721, -2.8169], [-0.0213, 2.7098, -3.7420], [-1.2579, 3.3259, -3.1632], [-2.3040, 3.3364, -3.7205], [-1.0967, 3.8506, -1.9140], [-2.1444, 4.6539, -1.4728], [-2.8957, 4.1162, -0.3084], [-2.3719, 5.6942, -1.9632], [1.1684, 1.9135, -1.6959], [0.1144, 1.0558, -1.5448], [0.1233, 0.2834, -0.4967], [-0.9939, -0.7114, -0.2976], [-2.1769, -0.5763, -1.2624], [-3.4716, -0.5300, -0.4026], [-2.2893, -1.7483, -2.2450], [1.1763, 0.3685, 0.4554], [1.1328, -0.7462, 1.9269], [2.5059, -0.3655, 2.6810], [-0.3011, 0.1551, 3.1560], [2.2021, 1.1685, 0.3504], [2.2120, 1.9529, -0.7658], [4.1249, 4.7750, 1.0784], [2.7993, 3.6632, 1.3918], [4.3995, 3.4363, 2.1751], [4.5017, 1.8421, 0.4228], [5.2819, 3.3105, -0.2715], [4.1573, 5.4256, -2.9313], [4.8599, 5.0040, -1.4126], [5.2727, 1.9286, -2.8980], [6.4536, 2.5026, -1.8720], [4.5623, 3.3178, -4.7043], [6.1282, 3.5063, -5.0249], [7.2769, 4.9526, -3.8749], [7.5518, 4.2806, -2.4410], [-0.2486, 1.6918, -4.0335], [0.1688, 3.2555, -4.6568], [-3.6217, 3.3747, -0.6339], [-2.2297, 3.6561, 0.4157], [-3.4366, 4.9311, 0.1520], [-0.6054, -1.7303, -0.3216], [-1.3641, -0.5576, 0.7149], [-2.1654, 0.3496, -1.8245], [-3.4014, -1.3001, 0.3639], [-3.5212, 0.4481, 0.0689], [-4.3570, -0.6722, -1.0110], [-1.7389, -1.5668, -3.1629], [-3.3289, -1.8415, -2.5476], [-2.0043, -2.7042, -1.8087], [2.4253, 0.4503, 3.1952], [-4.5811, -6.9183, 3.0322], [-4.8148, -5.4523, 3.4122], [-4.0386, -4.4452, 2.5665], [-2.6914, -4.0057, 3.1098], [-2.8856, -2.8722, 4.0602], [-1.8986, -5.1086, 3.7656], [-1.2030, -5.8018, 2.6151], [-0.7261, -4.6221, 1.7663], [-1.8016, -3.5463, 1.9465], [-3.6496, -7.3153, 3.4369], [-5.3869, -7.5416, 3.4147], [-4.5537, -7.0427, 1.9488], [-4.6492, -5.2964, 4.4803], [-5.8717, -5.2411, 3.2438], [-4.6174, -3.5284, 2.4657], [-3.8805, -4.8364, 1.5639], [-3.4991, -3.2017, 4.8958], [-3.3683, -2.0572, 3.5271], [-1.9082, -2.5510, 4.4097], [-1.1675, -4.6296, 4.4159], [-2.5456, -5.7317, 4.3739], [-1.9002, -6.4260, 2.0544], [-0.3837, -6.4332, 2.9503], [-0.5869, -4.8924, 0.7219], [0.2299, -4.2479, 2.1323], [-2.4247, -3.4194, 1.0660], [-1.3676, -2.5838, 2.2104]]
}



Entry 3:
{
  "formula": "C28H46GdN2OP2S",
  "method": "wB97M-V/def2-TZVPD",
  "s_squared": 16.074,
  "multiplicity": 8,
  "charge": 1,
  "species": ["Gd", "C", "C", "C", "C", "C", "C", "C", "C", "C", "C", "H", "H", "H", "H", "H", "H", "H", "H", "H", "H", "H", "H", "H", "H", "H", "C", "C", "N", "C", "C", "C", "S", "N", "C", "O", "C", "C", "C", "C", "C", "C", "H", "H", "H", "H", "H", "H", "H", "H", "H", "H", "H", "H", "H", "H", "H", "C", "P", "C", "C", "C", "P", "C", "C", "H", "H", "H", "H", "H", "H", "H", "H", "H", "H", "H", "H", "H", "H", "H", "H"],
  "xyz": [[0.3654, 0.8613, 0.5703], [0.7941, 2.7731, 2.6031], [1.6167, 3.0075, 1.4105], [2.5549, 1.9824, 1.2690], [2.2447, 0.9973, 2.2666], [1.1859, 1.4678, 3.1054], [1.0400, 1.0022, 4.5408], [3.0874, -0.1663, 2.6601], [3.8465, 2.0181, 0.4592], [1.6598, 4.3372, 0.7997], [-0.0516, 3.7489, 3.3769], [2.0757, 1.0592, 4.9689], [0.6860, -0.0164, 4.5501], [0.3848, 1.6778, 5.1147], [2.4809, -0.9770, 3.1674], [3.9131, 0.1240, 3.3247], [3.6308, -0.5823, 1.7712], [4.2731, 3.0990, 0.5557], [3.5977, 1.8418, -0.5728], [4.5360, 1.3055, 0.8861], [0.6397, 4.6252, 0.3903], [2.4521, 4.4309, -0.0101], [1.9643, 5.1335, 1.5298], [0.4676, 4.2340, 4.1898], [-0.8101, 3.2099, 3.8781], [-0.4934, 4.5540, 2.7630], [-1.9957, -0.1869, -5.0968], [-0.5368, -0.0338, -4.7725], [-0.0152, -1.0658, -3.7844], [-0.2734, -2.4853, -4.1141], [0.5181, -3.0453, -5.3117], [0.6375, -0.7205, -2.6507], [0.9506, 0.9463, -2.1887], [1.1312, -1.7474, -1.9140], [1.1965, -1.9453, -0.6195], [0.5722, -1.3614, 0.3623], [1.9367, -3.1855, -0.2777], [2.0003, -3.6216, 1.0660], [2.7086, -4.7874, 1.3334], [3.4935, -5.4225, 0.4189], [3.5151, -4.9282, -0.8748], [2.7491, -3.8186, -1.2001], [-2.6245, 0.7416, -5.0208], [-2.5648, -0.8834, -4.4546], [-2.0911, -0.4835, -6.1504], [-0.3808, 0.9439, -4.3903], [0.1066, -0.0415, -5.7065], [-1.3743, -2.6517, -4.2260], [0.0392, -3.0253, -3.1946], [1.2105, -2.2958, -5.7237], [-0.1926, -3.3706, -6.0432], [1.1240, -3.8323, -4.9676], [1.3589, -3.1890, 1.8139], [2.6725, -5.1496, 2.3137], [3.9416, -6.3814, 0.6443], [4.1252, -5.5275, -1.5768], [2.7522, -3.4028, -2.2115], [-2.6597, 3.7567, 0.0656], [-2.5236, 2.0272, -0.5092], [-3.1581, 2.1075, -2.2235], [-3.9266, 1.3104, 0.4836], [-3.7823, -0.1752, 0.8321], [-2.2507, -0.3727, 1.8346], [-2.9459, 0.1646, 3.4980], [-2.3627, -2.3131, 1.9937], [-3.6520, 4.1827, -0.1464], [-1.8932, 4.4703, -0.2764], [-2.3969, 3.6607, 1.1453], [-2.3536, 2.3994, -2.8894], [-4.0122, 2.8278, -2.3516], [-3.5119, 1.1198, -2.5488], [-4.7732, 1.4363, -0.1395], [-4.0725, 1.9351, 1.4113], [-3.5691, -0.8163, -0.0159], [-4.6344, -0.5704, 1.3816], [-3.9163, -0.3356, 3.7022], [-3.0794, 1.2773, 3.4912], [-2.1772, -0.0899, 4.2586], [-3.3260, -2.4842, 2.4349], [-1.5273, -2.6275, 2.5394], [-2.3284, -2.6816, 0.9789]]
}



| no. | total energy (eV) |
| --- | --- |
| 1 | -137180.772 |
| 2 | -81243.242 |
| 3 | -85053.361 |